{"formula": "C65H159F6LiN10O25S2", "method": "ωB97M-V/def2-TZVPD", "symbols": ["Li", "C", "F", "F", "F", "S", "O", "O", "N", "S", "O", "O", "C", "F", "F", "F", "C", "C", "C", "O", "H", "H", "H", "H", "H", "H", "H", "H", "C", "C", "C", "O", "H", "H", "H", "H", "H", "H", "H", "H", "C", "C", "C", "O", "H", "H", "H", "H", "H", "H", "H", "H", "C", "O", "C", "C", "N", "C", "C", "O", "C", "H", "H", "H", "H", "H", "H", "H", "H", "H", "H", "H", "H", "H", "H", "H", "C", "O", "C", "C", "N", "C", "C", "O", "C", "H", "H", "H", "H", "H", "H", "H", "H", "H", "H", "H", "H", "H", "H", "H", "C", "O", "C", "C", "N", "C", "C", "O", "C", "H", "H", "H", "H", "H", "H", "H", "H", "H", "H", "H", "H", "H", "H", "H", "C", "O", "C", "C", "N", "C", "C", "O", "C", "H", "H", "H", "H", "H", "H", "H", "H", "H", "H", "H", "H", "H", "H", "H", "C", "O", "C", "C", "N", "C", "C", "O", "C", "H", "H", "H", "H", "H", "H", "H", "H", "H", "H", "H", "H", "H", "H", "H", "C", "O", "C", "C", "N", "C", "C", "O", "C", "H", "H", "H", "H", "H", "H", "H", "H", "H", "H", "H", "H", "H", "H", "H", "C", "O", "C", "C", "N", "C", "C", "O", "C", "H", "H", "H", "H", "H", "H", "H", "H", "H", "H", "H", "H", "H", "H", "H", "C", "O", "C", "C", "N", "C", "C", "O", "C", "H", "H", "H", "H", "H", "H", "H", "H", "H", "H", "H", "H", "H", "H", "H", "C", "O", "C", "C", "N", "C", "C", "O", "C", "H", "H", "H", "H", "H", "H", "H", "H", "H", "H", "H", "H", "H", "H", "H"], "xyz": [[12.583, 1.832, 2.739], [8.938, 3.080, 1.635], [8.002, 3.929, 1.273], [8.503, 2.390, 2.755], [9.178, 2.188, 0.591], [10.644, 4.038, 1.956], [11.519, 3.854, 0.823], [10.312, 5.424, 2.250], [11.191, 3.060, 3.332], [10.800, 3.958, 4.467], [11.701, 5.073, 4.754], [9.374, 4.265, 4.551], [11.008, 2.643, 5.923], [12.285, 2.183, 5.955], [10.772, 3.200, 7.133], [10.127, 1.617, 5.890], [14.755, 3.192, 8.228], [14.339, 2.824, 9.659], [13.565, 1.554, 9.763], [15.533, 2.635, 10.418], [13.865, 3.507, 7.682], [15.356, 2.458, 7.692], [15.452, 4.027, 8.303], [13.753, 3.599, 10.153], [12.692, 1.519, 9.112], [13.131, 1.330, 10.738], [14.167, 0.730, 9.379], [16.190, 3.243, 10.071], [13.915, -0.620, 5.960], [13.079, -1.020, 4.717], [11.843, -1.908, 4.868], [12.608, 0.187, 4.106], [13.317, -0.132, 6.729], [14.754, 0.043, 5.751], [14.331, -1.475, 6.493], [13.708, -1.526, 3.984], [11.394, -2.048, 3.885], [11.123, -1.475, 5.563], [12.105, -2.895, 5.248], [11.902, -0.076, 3.510], [10.779, 2.273, -4.561], [10.124, 3.396, -3.688], [9.939, 2.873, -2.274], [10.977, 4.525, -3.787], [10.598, 2.500, -5.611], [10.230, 1.342, -4.419], [11.833, 2.155, -4.310], [9.118, 3.594, -4.058], [9.135, 2.140, -2.215], [9.659, 3.720, -1.647], [10.846, 2.495, -1.803], [10.630, 5.222, -3.226], [10.246, 3.366, 10.279], [9.826, 3.231, 11.619], [9.165, 4.394, 12.108], [8.787, 4.185, 13.559], [9.922, 4.361, 14.431], [9.684, 4.036, 15.821], [9.098, 5.197, 16.709], [9.441, 4.911, 18.061], [8.940, 5.828, 19.039], [10.878, 2.523, 9.998], [10.837, 4.281, 10.246], [9.386, 3.336, 9.610], [8.242, 4.538, 11.547], [9.783, 5.285, 11.994], [8.351, 3.189, 13.629], [7.939, 4.799, 13.863], [10.644, 3.760, 14.060], [10.642, 3.715, 16.231], [8.982, 3.205, 15.890], [8.041, 5.448, 16.616], [9.667, 6.093, 16.464], [9.587, 5.663, 19.900], [7.945, 5.507, 19.347], [9.013, 6.896, 18.835], [5.504, 2.978, 7.594], [5.703, 3.848, 6.481], [6.527, 3.353, 5.429], [5.796, 2.275, 4.625], [4.420, 2.794, 4.380], [3.460, 1.773, 4.028], [2.971, 0.720, 5.086], [1.767, 1.156, 5.749], [1.754, 2.524, 6.215], [4.728, 2.270, 7.303], [5.030, 3.484, 8.435], [6.358, 2.366, 7.884], [7.460, 2.995, 5.865], [6.771, 4.184, 4.767], [5.848, 1.411, 5.286], [6.358, 2.122, 3.704], [4.178, 3.337, 5.196], [3.855, 1.196, 3.192], [2.540, 2.222, 3.655], [3.743, 0.337, 5.753], [2.709, -0.153, 4.488], [1.801, 3.190, 5.353], [2.535, 2.815, 6.917], [0.818, 2.797, 6.701], [14.752, 3.865, 4.058], [14.387, 2.650, 3.351], [15.150, 2.497, 2.149], [14.861, 1.216, 1.356], [13.448, 1.257, 0.961], [12.947, -0.089, 0.615], [11.480, -0.191, 0.585], [11.017, -0.271, 1.918], [9.654, -0.709, 2.025], [15.799, 3.743, 4.335], [14.223, 4.009, 5.000], [14.697, 4.823, 3.541], [16.209, 2.440, 2.400], [15.028, 3.273, 1.393], [15.085, 0.405, 2.048], [15.490, 1.214, 0.466], [13.432, 1.760, 0.086], [13.387, -0.806, 1.308], [13.306, -0.307, -0.391], [11.219, -1.110, 0.059], [10.980, 0.615, 0.048], [9.014, 0.092, 1.654], [9.471, -0.873, 3.087], [9.435, -1.559, 1.379], [16.254, 7.774, 7.899], [15.039, 7.177, 8.350], [14.013, 6.987, 7.372], [12.803, 6.585, 8.198], [12.268, 7.746, 8.818], [11.023, 7.525, 9.576], [9.700, 7.460, 8.812], [9.461, 6.125, 8.447], [8.545, 6.002, 7.404], [16.501, 7.463, 6.884], [17.104, 7.449, 8.499], [16.244, 8.850, 8.076], [14.394, 6.163, 6.767], [13.733, 7.891, 6.832], [12.951, 5.739, 8.868], [11.993, 6.245, 7.552], [12.991, 8.005, 9.473], [10.891, 8.311, 10.320], [11.154, 6.671, 10.241], [9.711, 8.022, 7.878], [8.990, 7.779, 9.575], [7.566, 6.274, 7.799], [8.550, 4.930, 7.209], [8.772, 6.614, 6.531], [14.637, 11.689, 11.241], [13.751, 12.006, 10.172], [12.800, 11.035, 9.658], [12.177, 11.540, 8.316], [11.061, 10.677, 8.001], [10.394, 11.029, 6.768], [11.262, 10.946, 5.479], [11.998, 9.794, 5.445], [11.327, 8.514, 5.291], [14.104, 11.564, 12.183], [15.418, 12.440, 11.362], [15.020, 10.697, 11.001], [12.070, 10.966, 10.465], [13.320, 10.081, 9.569], [13.061, 11.581, 7.679], [11.836, 12.561, 8.485], [11.354, 9.714, 7.921], [9.952, 12.025, 6.801], [9.549, 10.378, 6.544], [12.044, 11.705, 5.512], [10.689, 11.082, 4.562], [10.390, 8.684, 4.760], [11.170, 8.082, 6.279], [11.762, 7.718, 4.687], [8.436, 10.794, -0.354], [7.277, 10.743, 0.528], [7.481, 11.206, 1.843], [8.319, 10.298, 2.817], [7.627, 9.124, 3.330], [7.987, 8.009, 2.520], [7.079, 6.882, 2.932], [5.692, 7.157, 2.686], [4.958, 5.939, 2.534], [8.780, 11.826, -0.429], [8.067, 10.475, -1.329], [9.253, 10.178, 0.018], [6.472, 11.184, 2.255], [7.771, 12.256, 1.879], [8.569, 10.927, 3.671], [9.310, 10.115, 2.403], [6.636, 9.252, 3.187], [8.992, 7.612, 2.667], [7.802, 8.096, 1.450], [7.282, 6.583, 3.961], [7.368, 6.041, 2.302], [5.296, 5.186, 1.821], [3.907, 6.138, 2.327], [5.051, 5.499, 3.527], [15.518, 5.837, -0.477], [15.365, 4.747, -1.383], [14.056, 4.187, -1.399], [14.000, 2.981, -2.385], [14.886, 1.979, -1.793], [15.375, 0.994, -2.728], [16.349, -0.013, -2.007], [17.548, 0.530, -1.518], [18.465, -0.414, -0.930], [14.713, 6.570, -0.530], [16.410, 6.457, -0.571], [15.551, 5.541, 0.571], [13.365, 4.978, -1.693], [13.700, 3.887, -0.413], [14.465, 3.386, -3.284], [12.960, 2.655, -2.397], [15.715, 2.532, -1.629], [15.780, 1.415, -3.648], [14.534, 0.376, -3.042], [16.514, -0.703, -2.834], [15.774, -0.422, -1.177], [19.359, 0.022, -0.484], [18.805, -1.018, -1.772], [18.077, -1.029, -0.118], [10.696, 7.174, -1.688], [9.559, 6.648, -2.447], [8.365, 6.535, -1.623], [7.216, 6.108, -2.598], [6.600, 7.253, -3.339], [7.513, 7.976, -4.192], [8.001, 7.124, -5.384], [8.540, 8.098, -6.284], [9.578, 7.528, -7.031], [11.574, 7.368, -2.304], [11.033, 6.395, -1.004], [10.504, 8.120, -1.181], [8.123, 7.441, -1.068], [8.547, 5.692, -0.956], [6.399, 5.737, -1.978], [7.528, 5.265, -3.215], [6.054, 7.864, -2.750], [8.341, 8.369, -3.601], [7.013, 8.853, -4.602], [7.179, 6.562, -5.827], [8.784, 6.398, -5.165], [9.301, 6.689, -7.670], [10.521, 7.333, -6.521], [9.749, 8.429, -7.619], [5.634, 1.467, -0.508], [6.478, 0.445, -0.873], [5.825, -0.774, -1.099], [5.078, -1.255, 0.078], [6.061, -1.457, 1.215], [5.374, -1.967, 2.359], [6.297, -2.005, 3.533], [6.734, -0.671, 3.870], [7.598, -0.549, 4.993], [6.121, 2.433, -0.639], [5.216, 1.452, 0.499], [4.818, 1.487, -1.231], [6.559, -1.532, -1.371], [5.120, -0.691, -1.927], [4.667, -2.227, -0.196], [4.295, -0.555, 0.370], [6.519, -0.578, 1.412], [4.901, -2.909, 2.083], [4.549, -1.297, 2.600], [7.191, -2.613, 3.390], [5.774, -2.418, 4.395], [6.977, -0.731, 5.870], [7.965, 0.476, 4.945], [8.474, -1.195, 5.062]], "forces_ev_per_angstrom": [[0.624, -0.196, 0.482], [0.892, -1.520, 0.642], [0.063, -0.096, -0.163], [0.951, 1.072, -2.452], [-0.612, 1.300, 1.761], [-0.140, -0.174, 0.424], [-0.609, -0.780, 0.545], [0.049, -1.692, -0.381], [-0.094, 0.270, -5.946], [-1.619, 2.632, 7.153], [-0.636, -1.573, -0.232], [1.104, -0.360, -0.215], [0.379, 0.415, 0.845], [-1.114, 0.245, -0.242], [0.281, 0.486, -0.894], [0.729, 0.338, -0.953], [-0.293, 0.626, 0.598], [0.814, -0.210, -0.092], [-0.844, -1.107, -0.763], [0.134, -0.162, 0.269], [0.175, -0.051, -0.371], [-0.513, -0.605, 0.153], [-0.238, 0.530, -0.043], [-0.046, 0.512, -0.369], [-0.105, 0.513, -0.299], [0.585, 0.076, 0.244], [0.235, -0.179, 0.429], [0.086, 0.091, 0.169], [-0.619, -0.533, 0.230], [0.122, 0.341, 0.139], [0.562, -0.251, 0.830], [0.300, 0.730, -0.130], [-0.321, 0.209, -0.254], [-0.162, 0.016, -0.455], [0.027, -0.341, -0.358], [0.461, -0.080, 0.025], [-0.071, 0.026, 0.014], [-0.072, 0.137, -0.056], [0.053, -0.053, 0.018], [-0.344, -0.255, -0.349], [-1.357, 0.802, 0.087], [1.113, -1.840, -0.339], [0.014, 0.820, 0.412], [-0.060, -0.242, -0.048], [0.597, 0.171, -0.096], [0.155, -0.128, 0.330], [-0.124, 0.054, -0.168], [-0.181, 0.312, -0.415], [0.099, -0.108, -0.052], [-0.230, 0.132, 0.301], [0.085, -0.191, -0.242], [-0.223, 0.119, 0.073], [0.140, -0.072, 0.510], [0.016, -0.201, 0.641], [-0.531, -0.325, -0.059], [-0.338, -0.235, -0.107], [0.068, 0.463, -0.162], [-0.879, 0.306, 0.567], [1.757, 0.153, -0.053], [-0.320, 0.208, 0.021], [0.614, -1.235, 0.426], [0.018, -0.040, 0.334], [-0.109, 0.166, -0.791], [-0.039, 0.548, -0.218], [-0.143, 0.130, -0.304], [0.216, 0.103, -0.055], [0.073, -0.610, 0.019], [0.236, 0.636, -0.120], [0.245, 0.011, 0.159], [-0.169, 0.202, 0.384], [-0.052, -0.431, 0.197], [-0.248, -0.474, -0.250], [-0.092, 0.316, -0.457], [-0.030, 0.012, 0.117], [-0.305, 0.410, -0.163], [-0.162, -0.030, -0.673], [-1.008, -0.613, -0.989], [0.362, 0.586, 0.734], [-0.268, 0.004, 0.053], [-0.454, 1.229, 0.918], [1.229, -0.697, -0.221], [-0.294, -0.785, 0.512], [-0.359, 0.980, -0.918], [0.414, 0.442, 0.703], [-0.040, -0.144, -0.740], [-0.096, -0.513, -0.055], [0.624, 0.530, -0.071], [0.415, 0.423, 0.056], [0.177, -0.207, -0.159], [-0.096, 0.261, 0.274], [-0.430, -0.593, -0.446], [-0.275, -0.367, -0.012], [-0.306, -0.031, 0.044], [0.255, 0.008, -0.112], [-0.005, 0.167, -0.099], [0.161, 0.516, 0.478], [-0.496, -0.074, 0.127], [0.212, 0.182, -0.055], [0.365, -0.435, 0.003], [-0.191, -0.781, -0.023], [0.998, -0.463, 0.529], [-0.454, 0.925, -0.805], [0.991, -0.487, -0.586], [-0.426, 0.959, 1.283], [-0.399, -0.973, 0.661], [1.375, 0.645, -0.673], [-0.867, -0.599, 0.190], [-0.514, -0.216, 0.174], [0.109, 0.966, -0.256], [0.234, 0.033, 0.034], [-0.494, -0.613, -0.306], [-0.454, -0.318, -0.757], [0.224, 0.305, 0.169], [-0.279, 0.807, 0.485], [-0.268, -0.483, -0.352], [0.314, -0.189, 0.214], [-0.044, 0.477, -0.094], [-0.201, -0.126, -0.010], [0.199, -0.419, -0.182], [-0.131, -0.261, -0.053], [0.100, 0.326, -0.038], [-0.220, 0.009, 0.229], [-0.138, -0.208, -0.280], [0.264, -0.398, 0.299], [-0.162, -0.255, 0.457], [0.712, 0.638, 0.269], [0.337, -0.885, 1.361], [-1.135, -0.811, -1.782], [-0.470, 0.942, 1.065], [0.568, 0.467, 0.419], [1.228, -0.853, 0.599], [0.843, -0.155, 0.125], [-0.638, -0.783, 0.747], [-0.203, 0.385, -0.288], [-0.255, -0.484, 0.338], [-0.256, 0.227, -0.662], [-0.447, 0.045, -0.697], [0.375, 0.071, -0.268], [0.588, -0.096, 0.316], [0.151, -0.338, -0.563], [-0.084, 0.587, 0.318], [0.341, 0.566, -0.310], [-0.407, -0.698, -0.196], [-0.103, 0.766, 0.345], [-0.713, 0.341, -0.504], [-0.436, 0.093, -0.331], [-0.231, 0.163, -0.618], [0.222, -0.069, -0.190], [-1.263, -1.358, -0.737], [0.054, 1.186, -0.986], [0.653, 1.129, 1.452], [1.134, -0.431, 2.254], [-0.281, 0.270, -0.762], [-0.303, 0.140, -1.458], [-0.111, 0.895, 1.099], [1.622, -3.206, -0.770], [-0.887, 1.096, 0.224], [-0.185, 0.237, 0.234], [-0.186, -0.039, -0.382], [0.763, -0.088, 0.217], [-0.589, -0.409, -0.280], [-0.085, -0.174, -0.354], [-0.242, -0.119, -0.860], [-0.124, 0.028, -0.074], [0.408, -0.241, 0.208], [0.107, 0.243, 0.275], [-0.160, -0.354, 0.580], [-0.170, 0.376, -0.111], [-0.417, 0.113, -0.070], [-0.530, 0.068, 0.336], [-0.273, 0.001, 0.012], [1.201, 0.606, -0.065], [-1.277, 0.431, 1.168], [1.117, -0.440, -1.184], [-0.323, -0.864, 1.094], [-0.283, 2.083, 0.062], [1.207, 0.855, -1.071], [-1.290, -1.926, 0.381], [-0.031, -1.135, -0.613], [0.577, -0.012, -1.114], [-0.098, 0.326, 1.762], [0.134, 0.086, -0.084], [0.179, -0.112, 0.015], [0.031, -0.200, -0.076], [-0.152, 0.151, 0.097], [0.527, 0.072, -0.180], [-0.194, 0.381, 0.088], [-0.053, -0.676, -0.176], [-0.295, 0.117, 0.257], [0.234, 0.460, 0.190], [0.169, 0.642, -0.515], [-0.315, 0.083, 0.302], [-0.003, -0.368, 0.010], [0.621, 0.336, -0.406], [0.136, 0.337, 0.060], [-0.519, -0.713, -0.082], [-0.415, 0.287, 0.650], [0.402, 0.235, 0.322], [-0.403, 0.223, -0.372], [0.948, 1.530, 1.864], [0.227, 0.467, -0.244], [0.328, -1.126, 0.893], [-0.833, 0.733, -1.094], [0.433, 0.749, 0.807], [-0.161, -0.159, -0.984], [-0.478, -0.123, -0.350], [0.354, -0.664, -0.908], [-0.184, -0.564, 0.126], [-0.275, 0.053, -0.385], [0.322, -0.166, 0.329], [-0.721, -0.274, -0.739], [0.151, -0.050, -0.669], [0.372, 0.153, 0.771], [0.425, 0.186, -0.040], [-0.091, -0.244, -0.061], [0.386, -0.817, 0.381], [-0.042, -0.531, -0.047], [-0.292, 0.873, -0.368], [0.121, -0.545, 0.259], [-0.703, -0.115, -0.203], [0.217, -0.459, 0.065], [-0.288, 1.252, 1.007], [1.154, -0.377, -1.877], [-1.636, 0.061, 0.805], [3.565, -0.224, 1.214], [-1.293, -0.561, -1.512], [0.551, 0.948, -0.119], [-1.028, -1.672, 1.761], [0.721, 1.917, -1.616], [-0.474, -0.174, -0.738], [-0.230, 0.104, 0.444], [-0.508, -0.162, 0.142], [0.148, 0.131, 0.051], [-0.481, -0.019, 0.275], [0.053, -0.144, 0.148], [0.181, 0.484, -0.440], [-0.863, -0.028, 0.101], [0.429, -0.289, 0.430], [-0.155, 0.002, -0.024], [-0.307, 0.149, -0.124], [0.036, 0.033, 0.593], [-0.251, -0.043, 0.120], [-0.264, -0.261, 0.648], [0.771, -0.572, -0.934], [-0.928, 1.189, -0.697], [1.521, -0.328, 0.163], [-0.104, -0.264, -0.711], [1.429, -0.558, 1.796], [-0.790, -0.182, -2.194], [-0.085, 0.848, -0.029], [0.548, 0.113, 1.513], [0.202, -0.529, -1.000], [-0.913, 0.279, -0.150], [0.449, -0.082, 0.128], [0.099, -0.327, 0.227], [-0.597, 0.104, 0.071], [0.252, 0.283, 0.000], [-0.116, 0.243, -0.384], [-0.283, 0.003, 0.255], [-0.379, -0.118, 0.020], [-0.040, 0.156, 0.167], [0.347, -0.332, 0.395], [-0.441, 0.162, 0.437], [0.034, -0.233, -0.389], [-0.161, -0.138, 0.212], [0.255, 0.186, 0.456], [-0.085, -0.006, 0.323], [-0.038, -0.474, -0.520]], "spin_multiplicity": 2, "s_squared": 0.75, "fmax_ev_per_a": 7.79, "homo_ev": [-9.5, -9.5], "total_charge": 1}